(1)
{
  "formula": "CH8BFO3Si2",
  "method": "ωB97M-V/def2-TZVPD",
  "symbols": ["C", "Si", "F", "O", "Si", "B", "O", "O", "H", "H", "H", "H", "H", "H", "H", "H"],
  "positions_angstrom": [[-1.6454, 2.5841, -0.7451], [-0.6592, 1.1282, 0.0919], [1.0727, 1.6029, -0.0391], [-0.9976, -0.4543, -0.5975], [-0.2939, -1.6729, 0.4576], [1.6146, -1.7422, 0.1018], [2.1353, -2.2156, -1.2185], [2.5821, -1.2842, 1.1437], [-1.8752, 3.3605, 0.1287], [-2.6002, 2.2392, -1.3270], [-0.8946, 3.1413, -1.4678], [-0.9906, 1.0278, 1.5361], [-0.8459, -3.0075, 0.1235], [-0.4243, -1.3638, 1.8971], [1.5473, -2.9634, -1.5485], [2.2748, -0.3802, 1.4629]],
  "atomic_forces_ev_per_a": [[0.684, 0.740, -0.051], [0.926, 0.409, -1.907], [-3.501, -1.361, 0.369], [1.536, 1.527, 2.650], [-1.134, 0.369, -1.101], [4.298, 0.133, -1.022], [-1.857, -0.647, 3.094], [-2.437, 0.716, -2.539], [0.204, -1.714, -1.935], [1.823, 0.773, 1.255], [-1.647, -1.162, 1.296], [0.404, 0.036, -0.226], [-0.327, 0.192, 0.042], [-0.442, 0.091, -0.045], [0.972, 1.649, 0.449], [0.497, -1.750, -0.328]],
  "lowdin_charge": [-0.22, 0.54, -0.27, -0.43, 0.61, -0.53, 0.00, -0.01, 0.06, 0.05, 0.05, 0.00, -0.03, -0.03, 0.10, 0.09],
  "largest_force_ha_per_bohr": 0.08596,
  "total_charge": 0,
  "multiplicity": 1
}



(2)
{
  "formula": "CH8N2O",
  "method": "ωB97M-V/def2-TZVPD",
  "symbols": ["N", "C", "N", "H", "H", "H", "H", "H", "H", "O", "H", "H"],
  "positions_angstrom": [[0.4643, 0.6558, 0.3189], [1.6092, 1.2736, 0.9684], [1.5461, 2.7101, 0.6493], [0.5034, -0.3334, 0.4998], [0.4877, 0.9449, -0.6202], [2.5340, 0.7663, 0.7133], [1.5004, 1.2506, 2.0592], [2.3729, 3.2288, 0.8780], [0.7406, 3.0652, 1.1433], [-4.1419, -4.5990, -1.8769], [-3.9197, -5.1638, -2.6268], [-3.6971, -3.7991, -2.1063]],
  "atomic_forces_ev_per_a": [[0.207, 0.249, 2.119], [-0.645, 1.061, 0.906], [-0.022, -0.815, -0.931], [-0.251, -0.250, -0.610], [-0.089, -0.216, -1.494], [0.530, 0.506, -0.265], [-0.050, -0.925, 0.015], [0.233, 0.064, 0.263], [0.087, 0.325, -0.003], [-0.237, -0.890, -0.171], [-0.179, -0.186, 0.177], [0.415, 1.077, -0.006]],
  "lowdin_charge": [-0.01, -0.38, -0.02, 0.06, 0.04, 0.10, 0.10, 0.05, 0.06, -0.05, 0.04, 0.01],
  "smiles": "NCN.O",
  "de_lowest_kcal_mol": 11.6,
  "largest_force_ha_per_bohr": 0.04169,
  "total_charge": 0,
  "multiplicity": 1
}



(3)
{
  "formula": "CH8N2P",
  "method": "ωB97M-V/def2-TZVPD",
  "symbols": ["C", "N", "N", "P", "H", "H", "H", "H", "H", "H", "H", "H"],
  "positions_angstrom": [[-0.0387, 0.0433, 0.2138], [1.1209, -1.3854, -0.3083], [0.6259, 1.2607, -0.4794], [-1.8632, -0.1095, -0.1883], [0.1713, 0.0798, 1.3292], [0.7289, -2.0391, -0.9324], [1.1590, -1.7545, 0.6083], [0.9525, 1.0013, -1.4082], [0.0352, 2.1859, -0.6571], [1.3426, 1.7001, 0.1191], [-1.8544, -1.2817, -1.1811], [-2.3335, -0.9941, 0.8211]],
  "atomic_forces_ev_per_a": [[2.116, -3.114, -0.429], [-1.063, 5.367, 1.406], [-1.682, 2.348, 0.498], [-0.336, -1.391, -1.454], [-0.227, 0.217, -1.562], [-1.398, -0.672, -0.772], [0.262, -0.940, 0.918], [0.599, -0.228, 0.132], [0.412, -2.652, 0.464], [0.433, -0.965, -0.486], [0.294, 1.697, 1.138], [0.591, 0.333, 0.146]],
  "lowdin_charge": [-0.47, 0.07, 0.11, 0.80, 0.11, 0.01, 0.01, 0.15, 0.21, 0.16, -0.04, -0.09],
  "de_lowest_kcal_mol": 69.4,
  "largest_force_ha_per_bohr": 0.10985,
  "total_charge": 1,
  "multiplicity": 1
}



(4)
{
  "formula": "CH8N2S",
  "method": "ωB97M-V/def2-TZVPD",
  "symbols": ["N", "C", "N", "H", "H", "H", "H", "H", "H", "S", "H", "H"],
  "positions_angstrom": [[-0.6858, -0.6631, -1.4821], [-0.0377, -1.7520, -0.7149], [-0.5213, -2.0394, 0.5907], [-1.0738, -0.0186, -0.7928], [-1.5062, -1.0515, -1.9389], [1.0320, -1.5051, -0.7265], [-0.0377, -2.6573, -1.3426], [-1.5031, -2.0903, 0.7075], [-0.0033, -1.6941, 1.3674], [0.6197, 2.1637, 0.6447], [0.2985, 2.4656, 1.9253], [1.2382, 1.0387, 0.9776]],
  "atomic_forces_ev_per_a": [[-0.601, -0.480, 0.601], [0.828, 0.071, -1.408], [0.727, -0.423, -0.086], [0.269, 0.193, -0.197], [0.048, 0.070, -0.124], [-0.141, -0.002, 0.761], [-0.424, 0.191, 0.012], [-0.673, 0.046, 0.162], [-0.017, 0.348, 0.290], [-0.314, 0.415, 0.190], [0.147, -0.156, -0.350], [0.152, -0.273, 0.150]],
  "lowdin_charge": [-0.02, -0.40, 0.01, 0.03, 0.05, 0.10, 0.10, 0.06, 0.05, 0.48, -0.21, -0.24],
  "smiles": "NCN.S",
  "de_lowest_kcal_mol": 7.7,
  "largest_force_ha_per_bohr": 0.03180,
  "total_charge": 0,
  "multiplicity": 1
}



(5)
{
  "formula": "CH8N2S",
  "method": "ωB97M-V/def2-TZVPD",
  "symbols": ["N", "C", "N", "H", "H", "H", "H", "H", "H", "S", "H", "H"],
  "positions_angstrom": [[0.3472, -0.3266, 1.6350], [0.5673, -1.5733, 0.9464], [-0.4031, -1.9599, -0.0816], [0.5558, 0.4856, 1.0623], [-0.5364, -0.0835, 2.0685], [1.5564, -1.4745, 0.5173], [0.5444, -2.3517, 1.7020], [-1.1570, -2.4566, 0.3555], [-0.7862, -1.1489, -0.5535], [-0.5499, 3.1516, -2.7519], [0.3821, 3.9212, -3.3217], [-0.5205, 3.8166, -1.5783]],
  "atomic_forces_ev_per_a": [[0.285, 1.587, 0.162], [-1.043, 0.332, 0.124], [0.436, 0.007, -0.004], [0.255, -0.266, -0.071], [-0.140, -0.941, -0.060], [0.211, -0.266, -0.112], [0.331, -0.302, -0.060], [-0.418, -0.101, 0.012], [0.085, -0.046, -0.004], [-0.120, -0.025, 0.233], [0.049, 0.083, 0.076], [0.069, -0.063, -0.297]],
  "lowdin_charge": [-0.02, -0.37, -0.01, 0.05, 0.06, 0.10, 0.10, 0.04, 0.05, 0.45, -0.23, -0.22],
  "smiles": "NCN.S",
  "de_lowest_kcal_mol": 6.6,
  "largest_force_ha_per_bohr": 0.03152,
  "total_charge": 0,
  "multiplicity": 1
}



(6)
{
  "formula": "CH8N3",
  "method": "ωB97M-V/def2-TZVPD",
  "symbols": ["N", "H", "H", "H", "H", "N", "C", "N", "H", "H", "H", "H"],
  "positions_angstrom": [[0.7449, -1.6765, -0.8266], [-0.0898, -2.1262, -0.4761], [0.4125, 1.2085, -1.0902], [0.6397, -1.6317, -1.8279], [1.4495, -2.3726, -0.6090], [-0.0232, 0.2495, 1.3456], [-0.6532, 1.1617, 0.6646], [-0.3584, 1.5850, -0.5408], [0.5500, -0.4517, 0.8534], [-0.1409, 0.1749, 2.3320], [-1.5012, 1.6574, 1.1255], [-1.0298, 2.2217, -0.9506]],
  "atomic_forces_ev_per_a": [[-0.092, -0.053, 0.816], [-0.471, -0.048, -0.145], [-0.320, 0.094, 0.173], [0.120, -0.073, -0.274], [0.388, 0.145, -0.296], [0.508, -0.514, -0.826], [-0.170, 0.537, 0.175], [-0.263, -0.440, 0.004], [0.139, 0.473, -0.031], [-0.398, -0.155, 0.485], [0.159, 0.093, 0.197], [0.401, -0.057, -0.278]],
  "lowdin_charge": [0.02, 0.04, 0.14, 0.04, 0.04, 0.19, -0.19, 0.20, 0.09, 0.13, 0.16, 0.14],
  "de_lowest_kcal_mol": 7.3,
  "largest_force_ha_per_bohr": 0.02134,
  "total_charge": 1,
  "multiplicity": 1
}



(7)
{
  "formula": "CH8N3O",
  "method": "ωB97M-V/def2-TZVPD",
  "symbols": ["N", "C", "N", "N", "H", "H", "H", "H", "H", "H", "H", "H", "O"],
  "positions_angstrom": [[0.9154, -0.5470, -0.6181], [-0.3005, -0.8416, -0.0452], [-0.2244, -1.8367, 0.9008], [-1.5028, -0.2195, 0.0662], [1.7990, -0.9928, -0.2333], [0.9657, 0.5339, -0.6779], [-0.6034, -2.6363, 0.5106], [0.6088, -2.1010, 1.4307], [-1.4842, 0.3056, 0.9759], [-1.8318, 0.5383, -0.6109], [1.1703, 3.1002, -0.5518], [-0.0369, 2.2753, -0.9431], [0.5248, 2.4214, -0.2039]],
  "atomic_forces_ev_per_a": [[-1.886, 3.117, 0.916], [4.357, -0.536, 2.457], [0.462, 0.444, 0.527], [-0.315, 3.203, -1.513], [-1.894, 0.351, -0.823], [0.556, -1.868, -0.396], [-1.918, -2.209, -0.098], [0.174, 0.661, -0.831], [-0.464, -1.413, -0.511], [1.016, -1.728, 0.527], [-0.898, -0.953, 0.739], [-1.011, 0.198, -1.105], [1.821, 0.733, 0.112]],
  "lowdin_charge": [0.19, -0.41, 0.16, 0.16, 0.17, 0.11, 0.09, 0.13, 0.16, 0.15, 0.11, 0.01, -0.05],
  "de_lowest_kcal_mol": 62.8,
  "largest_force_ha_per_bohr": 0.09782,
  "total_charge": 1,
  "multiplicity": 1
}



(8)
{
  "formula": "CH8N6O2",
  "method": "ωB97M-V/def2-TZVPD",
  "symbols": ["C", "N", "N", "N", "N", "N", "N", "O", "O", "H", "H", "H", "H", "H", "H", "H", "H"],
  "positions_angstrom": [[-0.9757, -0.3781, -0.1346], [-1.6982, 0.9417, -0.3656], [0.4269, -0.1425, 0.3526], [2.3388, -1.9252, 1.0008], [3.6044, -2.0187, 1.4995], [-2.0177, 1.2716, -1.5625], [-2.4661, 2.4456, -1.7665], [4.7223, -2.0091, 1.3984], [2.7228, -2.0561, 2.4180], [-1.5818, -0.7369, 0.7042], [-0.8371, -0.7963, -1.1827], [-1.9182, 1.5752, 0.3277], [1.7016, -2.7121, 0.5927], [0.4600, 0.6307, 0.9564], [0.9947, 0.1054, -0.4156], [-2.8089, 2.5704, -2.7599], [-2.6677, 3.2344, -1.0629]],
  "atomic_forces_ev_per_a": [[1.548, 2.178, 0.012], [0.545, -1.530, -3.565], [-2.523, -1.396, -0.744], [-0.841, 0.541, -2.468], [-1.714, -1.434, -1.024], [0.396, 0.422, 1.055], [-1.242, 1.004, -1.166], [1.732, 0.155, -0.454], [-0.595, -0.077, 3.217], [0.293, -1.237, -0.757], [-1.110, -0.253, 1.718], [-0.357, 1.506, 2.395], [2.015, 0.472, 0.913], [0.038, 1.036, 1.381], [0.757, 0.256, -1.115], [0.589, 0.073, 1.601], [0.471, -1.716, -1.000]],
  "lowdin_charge": [-0.12, 0.04, 0.02, 0.25, -0.22, 0.04, 0.14, 0.43, 0.25, 0.13, 0.16, 0.13, 0.24, 0.06, 0.06, 0.19, 0.20],
  "de_lowest_kcal_mol": 82.9,
  "largest_force_ha_per_bohr": 0.07618,
  "total_charge": 2,
  "multiplicity": 1
}



Number 1: Kohn-Sham gap 10.3 eV, M 154.1 g mol⁻¹, LUMO 0.1 eV. Number 2: Kohn-Sham gap 10.1 eV, M 64.1 g mol⁻¹, LUMO 1.0 eV. Number 3: Kohn-Sham gap 9.9 eV, M 79.1 g mol⁻¹, LUMO -3.9 eV. Number 4: Kohn-Sham gap 9.6 eV, M 80.2 g mol⁻¹, LUMO 0.8 eV. Number 5: Kohn-Sham gap 9.6 eV, M 80.2 g mol⁻¹, LUMO 0.7 eV. Number 6: Kohn-Sham gap 11.6 eV, M 62.1 g mol⁻¹, LUMO -3.5 eV. Number 7: Kohn-Sham gap 11.1 eV, M 78.1 g mol⁻¹, LUMO -4.7 eV. Number 8: Kohn-Sham gap 8.1 eV, M 136.1 g mol⁻¹, LUMO -9.8 eV.